No. 1
DFT (ωB97M-V/def2-TZVPD) results for a structure of composition C30H29N2O6S4TcTe at a distorted geometry.

Summary:
- <S²> = 2.06
- energy (eV) = -99675.6418
- energy relative to the best compared isomer or geometry (same formula, charge and spin) (kJ/mol) = 71.2
- frontier orbital gap (alpha / beta) (eV) = 5.63 / 3.73
- net charge = 0
- E_LUMO (alpha / beta) (Eh) = -0.0584 / -0.1277
- 2S+1 = 3

Last column: Mulliken spin population.
Geometry (Å):
Tc: -0.703 -3.597 -1.156  1.114
O: -3.462 -8.471 2.627  0.049
C: -2.880 -7.683 1.952  0.008
S: -2.996 -7.631 0.169  0.049
C: -1.902 -6.304 -0.050  0.201
C: -1.356 -5.742 1.086  0.118
S: -0.249 -4.442 1.000  0.224
S: -1.808 -6.427 2.618  0.023
S: -1.486 -5.727 -1.619  0.082
O: 1.521 -0.837 -1.374  0.021
C: 1.918 -1.991 -1.483  0.032
O: 1.179 -3.062 -1.373  -0.016
C: 3.349 -2.244 -1.840  -0.003
C: 4.192 -1.168 -2.102  -0.001
C: 5.479 -1.385 -2.567  0.000
C: 5.940 -2.676 -2.768  0.001
C: 5.099 -3.740 -2.481  -0.003
C: 3.809 -3.540 -2.018  -0.004
N: 5.558 -5.111 -2.703  0.000
O: 6.693 -5.267 -3.110  0.000
O: 4.776 -6.013 -2.471  0.000
H: 3.824 -0.163 -1.952  0.000
H: 6.121 -0.545 -2.792  0.000
H: 6.930 -2.872 -3.151  0.000
H: 3.177 -4.391 -1.815  -0.001
C: -3.687 -0.944 -2.287  0.000
C: -3.398 -2.369 -1.876  -0.009
O: -4.225 -3.252 -1.963  0.037
N: -2.136 -2.642 -1.399  0.070
Te: -0.474 0.968 -0.484  0.001
C: 0.285 2.983 -0.476  0.000
C: -0.122 3.924 -1.426  0.000
C: -1.131 3.646 -2.509  0.000
C: 0.434 5.202 -1.393  0.000
C: 1.393 5.565 -0.465  0.000
C: 1.989 6.945 -0.462  0.000
C: 1.814 4.604 0.448  0.000
C: 1.287 3.321 0.452  -0.001
C: 1.823 2.318 1.435  0.000
C: -1.525 1.120 1.383  0.001
C: -2.605 1.997 1.544  0.000
C: -3.096 2.898 0.445  0.000
C: -3.267 2.037 2.770  0.000
C: -2.905 1.214 3.822  0.000
C: -3.641 1.252 5.132  0.000
C: -1.850 0.329 3.632  -0.001
C: -1.156 0.262 2.432  -0.002
C: -0.034 -0.730 2.308  0.014
H: -4.587 -0.935 -2.894  -0.001
H: -2.845 -0.528 -2.835  -0.001
H: -3.851 -0.356 -1.384  0.001
H: -1.382 2.589 -2.561  0.000
H: -0.730 3.953 -3.475  0.000
H: -2.045 4.217 -2.332  0.000
H: 0.108 5.928 -2.131  0.000
H: 1.537 7.563 -1.237  0.000
H: 3.064 6.902 -0.644  0.000
H: 1.837 7.431 0.503  0.000
H: 2.587 4.858 1.165  0.000
H: 2.792 2.633 1.820  0.000
H: 1.934 1.347 0.951  0.000
H: 1.138 2.202 2.278  0.000
H: -2.678 2.601 -0.514  0.000
H: -2.800 3.930 0.644  0.000
H: -4.184 2.860 0.376  0.000
H: -4.099 2.723 2.891  0.000
H: -4.398 2.034 5.128  0.000
H: -2.954 1.435 5.958  0.000
H: -4.135 0.298 5.322  0.000
H: -1.566 -0.331 4.444  0.000
H: -0.192 -1.566 2.988  0.000
H: 0.929 -0.275 2.548  0.000
H: 0.024 -1.129 1.297  -0.003


No. 2
DFT (ωB97M-V/def2-TZVPD) results for a cluster of 3 separate species, C5H9NO2 in total.

Summary:
- energy (eV) = -10910.6800
- energy relative to the best compared isomer or geometry (same formula, charge and spin) (kJ/mol) = 568.8
- frontier orbital gap (alpha / beta) (eV) = 7.73 / 7.73
- net charge = 0
- E_LUMO (alpha / beta) (Eh) = 0.0103 / 0.0103

Last column: natural (NBO) charge in e.
Geometry (Å):
C: 0.777 0.274 0.208  -0.056
C: 1.655 -0.714 0.916  -0.643
C: -1.235 -0.185 1.069  0.648
C: -0.012 -0.068 -0.837  0.257
N: -2.145 0.801 0.936  -0.852
C: -0.764 -0.458 -1.822  -0.462
O: 1.937 0.520 -1.517  -1.021
O: -1.281 -1.107 1.833  -0.590
H: 1.836 1.436 -1.815  0.430
H: 0.768 1.307 0.532  0.243
H: -2.037 1.507 0.228  0.405
H: -2.984 0.801 1.503  0.401
H: 2.518 -0.193 1.324  0.236
H: 1.104 -1.203 1.723  0.250
H: 2.000 -1.464 0.208  0.244
H: -0.363 -0.440 -2.827  0.267
H: -1.774 -0.813 -1.662  0.242